Formula: C26H43N4O5P
Source: OMol25
Level of theory: wB97M-V/def2-TZVPD

Its charge is 0. The calculation puts the HOMO-LUMO gap at 0.1261 hartree.

Last column: Löwdin charge in e.
Geometry (Å):
P 1.4214 0.9960 -0.3446  0.50
O 0.9492 2.1726 -1.3309  -0.12
O 0.9652 -1.8132 -2.1786  0.18
O 5.2359 -1.9855 -2.1484  0.19
O 3.1194 -1.5221 -2.9318  0.14
O 2.1558 1.7115 0.8691  -0.13
N -4.7684 -0.8996 3.6256  0.00
N -6.0559 -0.7561 4.0195  0.04
N -6.6144 1.0419 -1.4501  0.18
N 0.1672 0.2385 0.1858  -0.14
C 3.8468 -0.1819 -1.2191  -0.09
C 7.3157 -3.3685 -0.4615  -0.05
C -4.0623 -0.7268 2.6571  -0.07
C 4.8441 0.6929 -0.5453  -0.10
C -5.0890 1.4146 -3.5359  -0.18
C 7.9590 -0.2979 -0.7204  -0.18
C -8.2481 -1.5386 5.2692  -0.20
C 5.9312 -2.4723 1.5776  -0.05
C -9.0533 0.8465 5.6416  -0.12
C 7.7867 1.1618 -0.2611  -0.19
C -5.0666 -1.3397 -0.1267  -0.13
C -3.2492 -0.5176 1.4557  -0.23
C 6.9355 2.0696 -1.1604  -0.35
C 7.8203 -1.1776 0.5341  -0.09
C -5.9448 1.2055 -2.3654  -0.23
C 2.5149 -0.1422 -1.2121  -0.09
C 4.2232 -1.3527 -2.1253  -0.35
C 2.0193 -1.2560 -2.1169  -0.39
C 5.6008 1.4731 -1.6313  -0.14
C -6.8826 0.5691 -5.1349  -0.11
C -4.1089 -0.2084 0.2181  -0.29
C 6.7508 3.4398 -0.4464  -0.05
C -5.9334 1.7082 -4.7807  -0.26
C -7.0562 -1.1091 4.5321  -0.04
C 7.0465 -2.2893 0.5801  -0.34
C -9.3982 -0.5374 5.1088  -0.28
H -9.9041 1.5201 5.5354  0.07
H 7.3231 3.4159 0.4765  0.07
H -6.3347 -0.3589 -5.3090  0.08
H -7.6093 0.3938 -4.3406  0.07
H 8.7870 1.5974 -0.2609  0.12
H -10.2763 -0.9178 5.6399  0.10
H 7.4710 1.1965 0.7807  0.11
H 5.2166 -1.6558 1.5276  0.06
H 5.7697 0.8410 -2.5008  0.12
H -4.4816 0.5207 -3.6877  0.12
H -3.4488 -0.0224 -0.6401  0.10
H 4.3429 1.3487 0.1580  0.11
H 6.2718 -2.5491 2.6136  0.08
H -7.4408 0.8063 -6.0406  0.07
H -4.5199 -2.2697 -0.3097  0.07
H 1.5219 1.6270 1.5965  0.09
H -7.9936 -1.6512 6.3302  0.11
H -5.7830 -1.5145 0.6793  0.07
H 0.2536 -0.7436 -0.0545  -0.02
H 6.4914 -4.0765 -0.4510  0.07
H 5.4870 0.0287 0.0344  0.11
H 8.9616 -0.4728 -1.1208  0.11
H -2.5687 0.3125 1.6506  0.10
H -5.2646 1.8936 -5.6232  0.11
H -4.6795 0.7049 0.3876  0.09
H 5.7061 3.6650 -0.2551  0.07
H 7.2408 -0.6311 -1.4610  0.08
H 7.5270 2.2745 -2.0524  0.13
H -5.6373 -1.1038 -1.0186  0.03
H -2.6437 -1.4134 1.2757  0.10
H 8.3809 -0.8289 1.3977  0.11
H 5.3866 -3.3803 1.3270  0.07
H -6.5111 2.6209 -4.6237  0.11
H 7.1985 4.2218 -1.0527  0.07
H 8.2717 -3.8205 -0.2318  0.08
H -8.2187 1.2857 5.0931  0.07
H 0.8001 1.7954 -2.2040  0.08
H -4.4167 2.2471 -3.3282  0.12
H 7.3543 -2.8794 -1.4332  0.06
H 4.9666 2.3105 -1.9203  0.12
H -8.5449 -2.5185 4.8897  0.11
H -9.6689 -0.4601 4.0546  0.11
H -8.7857 0.8048 6.6999  0.07

=====

Formula: CH2N2OS
Source: OMol25
Level of theory: wB97M-V/def2-TZVPD

As for the energy above the lowest of the compared OMol25 structures with the same formula, charge and spin: 43.5 kcal per mole. Its charge is 0. Its SMILES is N#C[S@H](=N)=O. The calculation puts the HOMO-LUMO gap at 0.4023 hartree.

Last column: Löwdin charge in e.
Geometry (Å):
S 0.1100 -0.3454 -0.3793  0.67
O -0.6396 -0.9168 -1.5102  -0.37
N -1.7224 0.4602 1.5940  0.15
N 0.7544 1.0112 -0.4520  -0.22
C -1.0751 -0.0958 0.8419  -0.33
H 1.7287 1.2221 -0.2019  0.05
H 0.8441 -1.3356 0.1074  0.06

=====

Formula: C19H64N8O13
Source: OMol25
Level of theory: wB97M-V/def2-TZVPD

As for the energy above the lowest of the compared OMol25 structures with the same formula, charge and spin: 225.6 kcal per mole. Its charge is 0. The calculation puts the HOMO-LUMO gap at 0.3357 hartree.

Last column: Löwdin charge in e.
Geometry (Å):
O -17.1361 -17.8550 -12.6598  -0.07
O -17.0124 -24.4481 -14.2123  -0.12
O -14.8341 -21.6657 -10.6011  -0.14
O -16.8619 -20.5201 -18.3775  -0.10
O -12.0452 -20.1510 -18.4183  -0.10
O -13.9786 -18.8459 -16.3735  -0.13
O -12.3044 -22.9140 -16.6764  -0.08
O -11.7111 -25.3309 -13.2667  -0.03
O -9.3305 -23.6621 -14.3094  -0.10
O -11.4586 -19.5175 -14.0418  -0.12
O -13.4406 -22.9483 -13.2210  -0.16
O -13.2178 -19.4462 -10.3395  -0.14
O -19.1947 -21.9354 -15.1363  -0.07
N -16.4338 -23.1627 -9.7583  0.16
N -15.1136 -23.9305 -11.2508  0.18
N -15.0861 -18.3964 -14.2583  0.13
N -16.2474 -19.2542 -15.9226  0.21
N -17.2610 -21.8156 -13.9472  0.18
N -13.4270 -21.2933 -14.8851  0.18
N -18.2545 -19.9206 -14.3128  0.14
N -14.7566 -20.8446 -13.2396  0.15
C -11.7867 -24.1151 -16.6559  -0.31
C -12.0633 -20.0251 -10.9699  -0.15
C -16.4935 -18.2939 -11.4369  -0.25
C -9.7872 -22.3509 -13.9233  -0.26
C -18.2862 -21.2143 -14.4789  -0.65
C -9.3644 -22.1018 -12.4099  -0.03
C -12.7840 -26.2415 -13.4091  -0.39
C -12.4540 -27.5527 -12.9981  -0.10
C -15.3976 -22.9279 -10.4750  -0.58
C -13.8920 -21.6587 -13.7262  -0.51
C -12.9248 -25.0449 -17.2352  -0.03
C -16.9466 -21.9003 -18.2610  -0.28
C -17.1274 -19.4580 -10.7771  -0.07
C -15.8934 -24.9963 -14.8296  -0.16
C -13.1185 -20.2355 -19.3428  -0.31
C -10.8845 -19.1777 -15.2716  -0.16
C -13.1561 -21.4754 -20.3002  -0.05
C -15.8525 -22.3192 -17.2821  -0.06
C -15.1001 -18.8044 -15.5152  -0.56
H -12.1258 -22.4823 -17.4648  0.05
H -12.9332 -22.0200 -15.4160  0.08
H -14.3837 -23.5716 -11.8904  0.07
H -17.1049 -22.8498 -14.0984  0.08
H -13.3417 -22.2856 -19.5696  0.06
H -17.9299 -22.0177 -17.7496  0.13
H -11.5250 -19.1914 -11.4371  0.07
H -16.6794 -24.1353 -9.5026  0.14
H -17.3109 -16.9516 -12.6201  0.09
H -17.7666 -20.2343 -18.4785  0.09
H -15.9120 -18.0645 -13.6735  0.08
H -12.3799 -20.8484 -11.6387  0.07
H -16.3996 -21.3544 -13.6961  0.04
H -16.4309 -19.8045 -10.0651  0.06
H -16.4277 -17.5140 -10.7426  0.12
H -15.0351 -24.3494 -14.8946  0.06
H -8.2879 -22.0467 -12.2345  0.07
H -13.7911 -20.1725 -10.1281  0.00
H -14.2045 -17.9843 -13.8776  0.17
H -16.8082 -22.3582 -9.2210  0.14
H -14.8381 -22.2214 -17.5698  0.05
H -9.5077 -21.7158 -14.6738  0.06
H -13.2355 -19.2551 -19.8321  0.12
H -9.8417 -22.8673 -11.7879  0.08
H -12.1562 -20.1589 -14.1746  0.01
H -13.6845 -20.4324 -15.3660  0.07
H -16.0540 -21.7970 -16.2903  0.08
H -17.3095 -20.3139 -11.3671  0.06
H -16.3111 -19.7273 -16.7974  0.06
H -10.8687 -22.2992 -14.1124  0.08
H -13.6665 -25.8221 -13.0182  0.07
H -9.8498 -19.4013 -15.3084  0.06
H -16.0455 -25.4747 -15.7994  0.09
H -17.7528 -19.4446 -13.5587  0.09
H -12.0786 -24.5171 -13.3542  -0.03
H -14.0008 -21.3114 -20.8845  0.04
H -16.7788 -22.3787 -19.2198  0.11
H -13.0083 -26.3118 -14.4542  0.09
H -12.2068 -27.6470 -11.9211  0.09
H -12.8748 -24.8642 -18.3400  0.09
H -12.4134 -19.5342 -17.7558  0.04
H -15.9293 -23.3262 -17.0651  0.03
H -10.9348 -18.1511 -15.5712  0.07
H -17.0725 -24.7525 -13.2722  0.11
H -11.5292 -27.9560 -13.4850  0.10
H -8.8705 -23.5880 -15.1532  0.08
H -11.4728 -24.3310 -15.5983  0.12
H -19.0325 -19.4760 -14.7389  0.13
H -13.3468 -28.1708 -13.2614  0.10
H -12.3450 -21.6497 -20.9917  0.07
H -18.0108 -19.0535 -10.2763  0.10
H -9.7912 -21.1389 -12.1364  0.04
H -14.0694 -20.3833 -18.7745  0.09
H -12.5581 -25.9865 -16.9792  0.04
H -15.0844 -20.9236 -12.2373  0.10
H -14.9944 -19.8978 -13.6578  0.07
H -15.5671 -24.8439 -11.2591  0.13
H -17.0216 -19.4946 -15.2485  0.06
H -15.6174 -25.8480 -14.1942  0.08
H -13.8980 -24.9170 -16.8310  0.03
H -11.3311 -20.4349 -10.2598  0.07
H -11.2705 -19.7737 -16.1314  0.07
H -15.5093 -18.6172 -11.5301  0.07
H -10.9314 -24.0540 -17.2568  0.11

=====

Formula: C14H42BClN4O19P5
Source: OMol25
Level of theory: wB97M-V/def2-TZVPD

Its charge is +1. The calculation puts the HOMO-LUMO gap at 0.2867 hartree.

Last column: Löwdin charge in e.
Geometry (Å):
Cl 0.0907 -5.1790 1.6599  0.35
P -3.5561 4.9509 1.2851  0.33
P -2.2918 -4.8260 -6.1874  0.34
P 2.9549 6.5015 1.9312  0.33
P 0.3539 0.1885 2.6446  0.34
P -0.5109 -6.6762 0.3960  0.63
O 0.4011 1.1863 3.7034  -0.21
O -0.6545 -5.8825 -0.9910  -0.32
O 4.2912 -5.2987 -0.9692  0.18
O -3.9338 3.9884 0.2545  -0.23
O 2.7387 7.6216 3.0088  -0.19
O -2.0668 4.8404 1.7696  -0.21
O 1.8267 6.2930 1.0308  -0.22
O 4.3054 6.9582 1.2280  -0.22
O -4.3656 4.8251 2.6481  -0.22
O -1.2432 -4.1162 -7.1138  -0.19
O -2.9644 -5.9741 -6.7758  -0.21
O 1.4126 -0.9738 2.7843  -0.19
O 0.6506 0.7319 1.1852  -0.23
O 3.3681 5.2327 2.8029  -0.21
O -1.0225 -0.6022 2.5081  -0.22
O -3.2428 -3.6350 -5.7312  -0.21
O 6.4171 -6.2486 -0.6632  0.24
O -1.4166 -5.1613 -4.8919  -0.23
O -3.6943 6.4820 0.8743  -0.21
N 4.4752 -7.6780 -0.3196  0.27
N 1.0519 -7.5155 0.2500  -0.25
N 2.6212 -9.0518 0.2365  0.19
N 2.2446 -6.9238 -0.0668  0.14
C 1.3593 -8.8126 0.4285  -0.11
C -5.7936 4.9012 2.6045  -0.09
C 3.1802 -7.8839 -0.0678  -0.32
C -2.0587 -5.8155 -3.7983  -0.11
C 1.4330 -2.0200 1.8177  -0.13
C 3.7644 7.9010 3.9740  -0.08
C -0.1672 1.8029 0.6814  -0.07
C -0.5386 -2.9537 -6.6559  -0.08
C -4.6276 6.8785 -0.1392  -0.09
C 3.0795 3.9133 2.3242  -0.09
C -4.6169 -3.8920 -5.4037  -0.08
C -2.2454 0.0119 2.9531  -0.08
C 4.8365 6.1492 0.1761  -0.09
C -1.5740 5.7525 2.7687  -0.07
B 5.0767 -6.3856 -0.6617  -0.69
H -4.1184 7.5565 -0.8200  0.09
H -1.3602 -6.5319 -3.3757  0.07
H 4.0086 3.4324 2.0164  0.09
H -4.9289 -4.8800 -5.7374  0.08
H -2.8419 0.2937 2.0864  0.09
H -6.1099 5.9095 2.8727  0.09
H 5.2567 6.8096 -0.5775  0.09
H -4.9951 6.0221 -0.7020  0.08
H -2.3211 -5.0774 -3.0390  0.08
H -6.1912 4.1975 3.3309  0.09
H 1.3607 -1.6231 0.8043  0.09
H 0.4620 2.4740 0.1038  0.09
H -2.0503 0.8906 3.5645  0.08
H 0.6091 -2.7125 1.9983  0.00
H -6.1781 4.6446 1.6166  0.09
H 2.2973 -5.9269 -0.2186  0.14
H -0.1743 -3.0899 -5.6383  0.08
H -2.7931 -0.7173 3.5457  0.09
H 4.0417 -5.2889 -1.8964  0.13
H 0.6033 -9.5203 0.7080  0.15
H 0.1713 -5.5047 -1.3212  0.06
H 2.3789 -2.5486 1.9221  0.09
H 6.8748 -7.0919 -0.6306  0.12
H 0.3088 -2.8057 -7.3190  0.09
H -0.9384 1.3893 0.0321  0.09
H -0.6456 5.3517 3.1645  0.09
H -1.3773 6.7250 2.3220  0.09
H 5.6263 5.5111 0.5746  0.09
H -5.2275 -3.1425 -5.9005  0.09
H -4.7522 -3.8059 -4.3256  0.09
H 3.7656 7.1353 4.7484  0.09
H -5.4639 7.4001 0.3259  0.09
H 4.0625 5.5345 -0.2851  0.08
H -1.1884 -2.0813 -6.7019  0.09
H 3.5359 8.8644 4.4203  0.09
H 4.7441 7.9524 3.5017  0.09
H 2.3837 3.9299 1.4865  0.07
H -2.2884 5.8547 3.5843  0.08
H -2.9557 -6.3482 -4.1167  0.09
H 5.0598 -8.4941 -0.2443  0.16
H 2.6359 3.3423 3.1375  0.09
H -0.6353 2.3648 1.4895  0.08